(1)
Entry from OMol25: a structure of composition C44H35AsF6N3O4TeV in a non-equilibrium geometry (ωB97M-V with the def2-TZVPD basis set).

Geometry as ORCA input:
```
! RIJCOSX wB97M-V def2-TZVPD def2/J DEFGRID3
* xyz 1 2
V 1.7200 0.3377 -0.0394
C -1.0055 -5.1801 3.6493
C -0.5329 -3.9339 2.9622
C -0.3708 -2.7434 3.6638
C 0.0873 -1.5777 3.0584
C 0.1418 -0.3143 3.8848
O -0.8000 -0.0749 4.6044
C 1.3326 0.5700 3.8252
C 1.1865 1.8946 4.2243
C 2.2781 2.7456 4.2080
C 3.5215 2.2720 3.8134
C 3.6782 0.9431 3.4377
C 2.5829 0.0936 3.4338
C 0.3847 -1.6710 1.7092
O 0.8476 -0.5706 0.9982
C 0.1752 -2.8059 0.9443
C -0.2696 -3.9458 1.5922
C 0.3782 -2.6939 -0.5370
N -0.5534 -2.5468 -1.3797
C -1.9474 -2.4454 -0.9658
C -2.3153 -0.9889 -0.7121
Te -4.3409 -0.7474 -0.0687
C -4.1544 -1.7971 1.7476
C -4.5062 -3.1445 1.8097
C -4.4893 -3.8136 3.0254
C -4.1264 -3.1404 4.1837
C -3.7664 -1.8023 4.1256
C -3.7788 -1.1313 2.9108
C 1.7909 -2.6541 -1.0091
C 2.8360 -3.0881 -0.1881
C 4.1256 -3.1647 -0.6866
C 4.3819 -2.8030 -2.0025
C 3.3534 -2.3447 -2.8169
C 2.0626 -2.2655 -2.3268
H -1.1952 -5.0040 4.7054
H -0.2607 -5.9720 3.5615
H -1.9259 -5.5414 3.1903
H -0.6127 -2.6987 4.7172
H 0.2112 2.2428 4.5340
H 2.1612 3.7772 4.5097
H 4.3758 2.9359 3.8041
H 4.6563 0.5681 3.1656
H 2.7154 -0.9539 3.1829
H -0.4346 -4.8481 1.0158
H -2.1743 -3.0591 -0.0876
H -2.5456 -2.8124 -1.8001
H -2.2504 -0.4122 -1.6367
H -1.6618 -0.5257 0.0273
H -4.8178 -3.6632 0.9120
H -4.7814 -4.8547 3.0693
H -4.1368 -3.6564 5.1346
H -3.4868 -1.2692 5.0241
H -3.5225 -0.0802 2.8778
H 2.6361 -3.4021 0.8292
H 4.9280 -3.5180 -0.0541
H 5.3880 -2.8704 -2.3931
H 3.5598 -2.0550 -3.8381
H 1.2427 -1.9362 -2.9532
O 0.1220 2.4095 1.0410
C -0.0882 2.3777 -0.1584
N -0.7347 3.2107 -0.9842
C -0.6362 2.8432 -2.3999
C 0.1870 1.5387 -2.3004
O 0.5382 0.8106 -3.1785
N 0.4371 1.3260 -0.9309
C 0.1393 3.9147 -3.1541
C 1.5273 3.9602 -3.0613
C 2.2406 4.9723 -3.6807
C 1.5680 5.9548 -4.3949
C 0.1855 5.9212 -4.4808
C -0.5290 4.9034 -3.8646
C -1.9793 2.4722 -3.0108
C -3.1222 2.3509 -2.2317
C -4.3212 1.9494 -2.8106
C -4.3759 1.6501 -4.1614
C -3.2280 1.7541 -4.9384
C -2.0353 2.1629 -4.3688
H -1.0922 4.0986 -0.6686
H 2.0703 3.2029 -2.5047
H 3.3190 4.9909 -3.6083
H 2.1224 6.7432 -4.8851
H -0.3429 6.6863 -5.0320
H -1.6080 4.8812 -3.9423
H -3.0928 2.5667 -1.1719
H -5.2084 1.8694 -2.1967
H -5.3079 1.3358 -4.6106
H -3.2633 1.5180 -5.9929
H -1.1436 2.2374 -4.9767
F 2.9619 0.4974 -1.5904
As 4.4102 1.1268 -0.5805
F 5.4115 -0.0279 -1.2819
F 4.6861 2.3321 -1.7248
F 5.4763 1.6589 0.6072
F 3.0352 2.0626 0.1193
F 3.6957 -0.1219 0.5331
*
```

LUMO energy (alpha / beta)   -6.17 / -5.53 eV
ΔE to the lowest compared entry with this formula, charge and spin   0.9779 eV
E_HOMO (alpha / beta)   -10.2 / -10.2 eV
Gap between HOMO and LUMO (alpha / beta)   4.02 / 4.66 eV
Energy   -168978.9172 eV
Maximum force   1.26 eV/Å
<S²>   0.78

(2)
Entry from OMol25: the molecule C2H3O2P in a non-equilibrium geometry (ωB97M-V with the def2-TZVPD basis set).

Geometry as ORCA input:
```
! RIJCOSX wB97M-V def2-TZVPD def2/J DEFGRID3
* xyz 0 1
C -0.0298 -0.1348 -0.4997
C 0.6555 0.1294 0.5966
O 2.1131 -0.5863 0.6536
P 3.3312 -0.0735 1.5179
O 4.4482 -0.8409 0.9892
H -1.0708 0.2150 -0.4168
H 0.3915 -0.8454 -1.1759
H 0.4236 1.0024 1.3259
*
```

LUMO energy   0.22 eV
ΔE to the lowest compared entry with this formula, charge and spin   0.6405 eV
E_HOMO   -10.3 eV
Gap between HOMO and LUMO   10.57 eV
Energy   -15505.3021 eV
Maximum force   4.99 eV/Å

(3)
Entry from OMol25: a structure of composition C21H39MnNOP2 in a non-equilibrium geometry (ωB97M-V with the def2-TZVPD basis set).

Geometry as ORCA input:
```
! RIJCOSX wB97M-V def2-TZVPD def2/J DEFGRID3
* xyz 0 4
Mn -0.3929 -0.2296 -0.5107
P -2.0846 -0.9654 1.2726
P 1.3808 0.3113 -1.9906
N -0.4760 -1.8188 -1.0518
H -1.3260 0.1129 0.7781
C -3.7313 -0.9105 0.5564
H -4.4444 -1.1591 1.3535
H -3.7862 -1.6665 -0.2356
H -3.9708 0.0736 0.1411
C -2.1444 -0.0614 2.8422
H -3.0141 -0.4251 3.4022
H -2.2305 1.0237 2.6809
H -1.2274 -0.2568 3.4158
C -1.7726 -2.6613 1.7059
H -2.3608 -2.9134 2.5979
H -0.7137 -2.8368 1.9145
H -2.0777 -3.3202 0.8853
C 1.0314 0.7537 -3.7582
H 1.9373 0.7668 -4.3948
H 0.5328 1.7333 -3.8035
H 0.3302 0.0040 -4.1422
C 2.5926 1.6263 -1.5284
H 3.5279 1.5349 -2.1104
H 2.8076 1.5283 -0.4560
H 2.1500 2.6231 -1.6961
C 2.5439 -1.1110 -2.2364
H 3.4808 -0.8013 -2.7326
H 2.0467 -1.8887 -2.8363
H 2.7771 -1.5447 -1.2547
C -0.2567 -3.0792 -1.3422
C -0.8538 -5.1090 -2.5825
C -1.0378 -3.7649 -2.3302
C 0.7630 -3.8440 -0.6624
C 0.9312 -5.1919 -0.9424
C 0.1346 -5.8460 -1.8919
H -1.4801 -5.6218 -3.3313
H -1.7975 -3.1928 -2.8647
H 1.3819 -3.3514 0.0778
H 1.7118 -5.7639 -0.4015
H 0.2754 -6.9104 -2.1005
C -1.6858 2.4702 -1.7774
O -1.3590 1.3681 -2.3375
C -3.1032 2.5237 -1.2591
H -3.3030 3.1547 -0.3774
H -3.6531 1.5864 -1.1518
H -3.4839 3.0207 -2.1853
C -0.7126 3.2461 -0.9516
H -0.0576 3.6201 -1.7449
H -0.0198 2.8303 -0.1588
H -1.2345 4.0829 -0.4543
C 2.6191 3.3103 1.9368
C 1.7581 2.2926 2.6756
C 2.6140 1.4621 3.6239
C 0.6350 2.9915 3.4296
C 1.1497 1.4274 1.7074
C 0.5992 0.7358 0.8491
H 3.0478 3.9856 2.6811
H 2.0189 3.9062 1.2289
H 3.4346 2.8301 1.3800
H 3.0742 2.1450 4.3435
H 2.0024 0.7296 4.1659
H 3.4043 0.9260 3.0814
H 0.0018 3.5600 2.7435
H 0.0109 2.2688 3.9629
H 1.0844 3.6799 4.1523
*
```

LUMO energy (alpha / beta)   0.26 / 0.20 eV
ΔE to the lowest compared entry with this formula, charge and spin   4.8103 eV
E_HOMO (alpha / beta)   -5.5 / -6.4 eV
Gap between HOMO and LUMO (alpha / beta)   5.75 / 6.58 eV
Energy   -75838.2813 eV
Maximum force   8.00 eV/Å
<S²>   3.84

(4)
Entry from OMol25: the molecule C3H5NO2 (ωB97M-V with the def2-TZVPD basis set).

Geometry as ORCA input:
```
! RIJCOSX wB97M-V def2-TZVPD def2/J DEFGRID3
* xyz 0 1
C -1.7296 0.0751 -0.0739
C -0.2929 0.5348 0.0322
O 0.0089 1.7068 0.0870
N 0.6798 -0.4630 0.0173
C 2.0400 -0.1844 -0.0155
O 2.8821 -1.0508 -0.0458
H -2.0267 0.1009 -1.1281
H -2.3597 0.7841 0.4673
H -1.9006 -0.9352 0.3049
H 0.4218 -1.4405 0.0096
H 2.2512 0.8925 -0.0159
*
```

LUMO energy   0.69 eV
ΔE to the lowest compared entry with this formula, charge and spin   0.0149 eV
E_HOMO   -10.2 eV
Gap between HOMO and LUMO   10.87 eV
Energy   -8777.6798 eV
Maximum force   0.53 eV/Å